Entry 1:
Here is a cluster of 7 separate species, C27H71N6O11 in total in a non-equilibrium geometry from the OMol25 dataset. Energies are from the ωB97M-V functional and the def2-TZVPD basis.

Results
* 2S+1: 2
* orbital gap (spin up / spin down): 9.0 / 4.1 eV
* E_LUMO (spin up / spin down): 0.0150 / -0.1639 Eh
* maximum force: 3.786 eV/A
* energy: -60600.292 eV

Element x y z (Å)
H  4.509  -2.062  -2.383
H  -4.456  -2.263  2.966
H  -1.305  -2.757  1.441
O  1.666  1.170  1.363
H  -1.476  5.217  -2.486
C  3.310  2.574  -2.260
H  -3.745  4.665  1.199
C  -0.694  -3.281  7.001
H  -0.228  -4.667  -6.783
O  1.467  5.620  -1.041
N  -0.978  4.114  -0.668
H  -0.984  -4.143  2.538
C  -6.295  -1.486  -3.493
H  1.682  1.330  -1.549
C  4.113  -2.682  1.781
H  3.998  3.130  -0.578
C  1.857  2.354  -1.879
H  -0.690  -1.962  -4.470
O  0.209  -3.659  -5.036
H  -2.286  6.647  2.757
C  5.366  -1.970  -1.716
H  -1.247  -1.493  5.925
C  -4.219  -0.542  -2.738
H  -3.265  0.294  0.513
H  -3.114  -1.465  -1.129
H  -1.299  6.231  -1.189
H  -0.121  -3.301  -1.142
H  0.865  -2.316  4.954
C  -2.177  5.622  3.113
N  3.337  -1.527  2.086
H  -3.957  1.389  -0.744
C  2.674  6.330  -1.228
H  -5.803  -2.176  -4.178
H  2.805  -1.535  2.945
H  -1.424  5.584  3.901
O  0.912  -0.617  0.515
H  -4.473  0.453  -3.102
H  1.528  -0.583  -2.453
H  4.695  -3.792  -0.088
H  3.186  2.024  -4.280
C  -3.848  0.358  -0.406
C  -0.855  5.323  -1.596
H  -0.783  3.296  -1.226
H  -4.844  0.037  -0.098
H  3.994  -4.712  2.538
H  1.025  -1.798  -5.014
H  -7.262  -1.865  -3.162
H  3.289  -3.624  3.641
H  3.502  3.581  -2.631
H  0.435  6.681  -2.614
H  -0.712  -3.051  -6.812
H  1.493  -1.408  8.604
H  3.693  0.650  -3.212
H  -3.090  3.688  -0.875
C  3.767  1.719  -3.409
C  4.188  -2.860  0.162
H  -2.292  2.907  0.452
N  -0.020  -2.715  4.675
C  -3.480  -2.049  2.528
H  -0.253  -1.190  8.387
H  0.834  -0.912  6.986
H  1.613  2.978  -1.019
H  5.998  -1.183  -2.128
H  0.369  -1.896  2.752
O  -5.430  -1.235  -2.359
O  0.583  -2.864  7.506
H  1.157  2.679  -2.649
H  -0.404  -4.428  -2.478
H  3.205  -2.720  -0.286
H  -0.981  -1.227  3.539
H  -3.085  5.218  3.560
H  1.614  -2.924  -2.914
C  -1.148  -2.553  5.691
C  0.078  -3.688  -6.416
N  -1.995  0.286  -1.817
C  -2.313  3.832  -0.124
H  -6.458  -0.505  -3.941
O  -2.651  -3.136  2.973
H  3.205  6.084  -2.148
C  -0.437  -3.379  -2.182
H  0.959  5.059  -2.910
C  0.670  -1.493  7.893
C  -2.702  4.859  0.951
H  2.429  -4.069  2.126
N  0.725  -1.166  -2.264
H  -0.473  -4.327  6.788
C  0.532  5.703  -2.141
H  5.094  -2.384  2.152
H  2.435  7.387  -1.110
H  -3.158  -1.050  2.822
C  3.389  -3.806  2.571
H  4.778  1.940  -3.751
O  4.921  -1.709  -0.347
H  2.624  -1.383  1.386
C  -3.246  -0.457  -1.521
H  -3.732  -2.064  1.468
C  -1.313  -3.105  2.474
H  3.428  6.073  -0.484
H  1.029  -3.548  -6.931
C  0.622  -2.474  -2.933
H  -3.652  -1.045  -3.522
H  -1.205  -0.225  -2.184
H  -2.635  5.867  0.543
H  -1.425  -3.108  7.791
H  0.799  -1.382  -1.281
O  4.076  2.346  -1.126
O  -0.130  1.294  0.423
N  0.780  0.599  0.817
C  -0.464  -2.176  3.397
C  0.307  -2.404  -4.461
O  -1.858  4.713  2.092
H  -1.631  0.548  -0.912
H  -2.112  -2.978  5.412
H  -1.444  -3.004  -2.363
H  5.942  -2.895  -1.727

Entry 2:
Here is a cluster of 3 separate species, C4H8N2O in total from the OMol25 dataset. Energies are from the ωB97M-V functional and the def2-TZVPD basis.

Results
* orbital gap (spin up / spin down): 8.8 / 8.8 eV
* E_LUMO (spin up / spin down): 0.0171 / 0.0171 Eh
* maximum force: 0.738 eV/A
* energy: -9299.329 eV

Element x y z (Å)
C  1.641  0.677  0.372
H  1.966  -0.575  -0.829
H  -0.585  -0.141  -1.431
C  -1.403  -0.996  0.271
H  1.514  -0.014  -1.331
C  0.753  1.326  -0.730
O  -2.107  -1.840  0.795
H  2.529  0.566  0.984
H  -1.704  -1.488  -1.667
C  -0.687  0.006  1.190
N  0.375  0.770  0.571
N  -1.235  -0.835  -1.056
H  -0.260  -0.561  2.019
H  -1.450  0.683  1.585
H  0.653  2.422  -0.743

Entry 3:
Here is a cluster of 2 separate species, C8H21NSi in total in a non-equilibrium geometry from the OMol25 dataset. Energies are from the ωB97M-V functional and the def2-TZVPD basis.

Results
* orbital gap (spin up / spin down): 7.8 / 7.8 eV
* E_LUMO (spin up / spin down): 0.0176 / 0.0176 Eh
* maximum force: 5.167 eV/A
* energy: -18000.506 eV

Element x y z (Å)
C  -0.515  2.023  2.375
Si  0.041  0.285  -0.021
H  2.524  0.458  1.248
C  -0.326  -2.503  -0.369
H  -0.532  -2.225  -1.385
H  0.597  -3.017  -0.386
H  -2.656  1.758  -0.269
C  -0.613  -1.385  0.573
H  -1.701  -1.211  0.479
H  -1.618  1.796  2.369
H  2.024  -0.675  -1.362
C  1.837  0.142  -0.707
H  0.714  -2.486  1.855
H  0.100  1.313  2.982
H  -1.101  -3.183  -0.071
H  0.047  0.052  -2.755
N  -0.982  1.072  -1.185
C  -0.808  0.635  -2.538
H  2.050  0.963  -1.364
H  -0.633  1.543  -3.182
C  -0.170  -1.843  1.985
H  -1.743  0.224  -2.962
H  0.120  -0.935  2.532
H  3.147  -1.120  0.577
H  -0.853  -2.388  2.450
C  -1.916  2.058  -0.919
H  3.799  0.361  -0.128
C  2.903  -0.087  0.355
H  -0.043  2.996  1.998
H  -1.396  2.889  -0.278
H  -2.299  2.490  -1.896

Entry 4:
Here is the molecule C2H6N2 in a non-equilibrium geometry from the OMol25 dataset. Energies are from the ωB97M-V functional and the def2-TZVPD basis.

Results
* orbital gap: 10.1 eV
* E_LUMO: 0.0391 Eh
* maximum force: 3.868 eV/A
* structure (SMILES): [H]/N=C/NC
* energy: -5149.659 eV

Element x y z (Å)
N  0.382  -0.547  0.202
C  0.610  -1.279  -1.066
H  0.636  1.417  -0.261
H  -1.144  2.221  1.115
H  0.363  -0.964  1.095
N  -1.186  1.223  0.796
H  1.367  -2.055  -0.817
H  -0.245  -1.793  -1.572
C  -0.056  0.769  0.226
H  1.330  -0.499  -1.499

Entry 5:
Here is a structure of composition C26H33N4O2SSn in a non-equilibrium geometry from the OMol25 dataset. Energies are from the ωB97M-V functional and the def2-TZVPD basis.

Results
* orbital gap: 6.3 eV
* E_LUMO: 0.0923 Eh
* maximum force: 2.987 eV/A
* total charge: -1
* energy: -54220.647 eV

Element x y z (Å)
C  10.729  -15.193  12.516
C  5.338  -9.383  14.577
H  12.088  -15.372  10.816
H  9.966  -17.169  13.201
H  7.670  -10.831  16.669
C  5.977  -9.825  15.785
H  14.178  -10.794  9.291
H  8.814  -16.173  12.234
C  10.787  -6.736  8.987
C  7.796  -10.715  14.436
C  9.745  -7.652  9.362
H  8.307  -14.495  7.941
C  10.096  -13.369  7.383
H  11.982  -15.630  14.257
C  12.259  -14.511  6.793
C  9.206  -11.404  14.449
H  10.596  -16.353  10.636
C  5.871  -9.579  13.344
C  12.394  -12.382  7.856
C  14.406  -13.516  7.232
H  11.226  -14.020  14.327
N  10.921  -13.037  11.519
H  9.238  -15.739  13.985
C  7.114  -10.299  13.249
C  9.358  -14.699  7.585
S  7.597  -10.505  11.576
H  4.345  -8.893  14.656
C  11.347  -15.963  11.377
H  9.599  -13.647  12.907
Sn  10.143  -10.679  11.731
H  13.028  -9.909  7.654
C  11.706  -14.736  13.620
H  15.191  -10.395  6.712
C  13.602  -14.511  6.685
H  5.450  -9.656  16.779
C  14.741  -11.443  8.588
H  15.439  -11.991  9.245
H  16.572  -11.217  7.461
C  11.574  -13.444  7.417
H  12.645  -14.336  13.186
C  7.178  -10.506  15.723
C  11.787  -7.538  8.402
N  10.053  -8.913  8.983
H  14.050  -15.423  6.187
H  11.781  -16.865  11.808
H  11.685  -15.421  6.483
H  9.828  -15.339  8.330
H  5.494  -9.132  12.427
H  9.781  -12.915  6.460
H  8.855  -7.483  10.003
C  12.039  -10.075  8.100
O  10.135  -10.742  13.811
H  10.806  -5.699  9.141
N  10.018  -14.012  12.044
H  11.093  -13.254  10.517
H  15.988  -9.688  8.087
O  9.337  -12.473  15.053
H  9.771  -12.665  8.196
C  9.596  -16.144  13.023
H  9.189  -15.258  6.639
C  15.683  -10.633  7.649
H  11.800  -13.145  11.983
C  11.303  -8.909  8.479
H  12.659  -7.181  7.926
C  13.854  -12.439  7.893
N  11.659  -11.288  8.340
H  15.516  -13.552  7.095

Entry 6:
Here is the molecule C5H14N2 in a non-equilibrium geometry from the OMol25 dataset. Energies are from the ωB97M-V functional and the def2-TZVPD basis.

Results
* orbital gap: 9.4 eV
* E_LUMO: 0.0376 Eh
* maximum force: 2.989 eV/A
* structure (SMILES): CCCNCCN
* energy: -8390.944 eV

Element x y z (Å)
C  -1.045  -1.576  1.671
N  1.137  -0.118  -2.874
H  -0.310  1.485  -2.703
H  -1.239  -1.465  0.588
H  0.856  -1.086  -2.795
H  1.038  1.275  1.682
H  -1.229  0.367  -0.014
H  0.036  -0.547  3.168
H  1.094  -1.094  1.878
H  -0.705  -2.615  1.622
H  1.392  0.479  -0.562
H  -0.601  1.355  2.230
H  1.336  0.196  -3.813
H  -1.879  -1.635  2.357
H  0.877  2.117  -0.962
C  0.056  0.819  1.512
H  -0.941  -0.001  -2.202
C  0.537  1.088  -0.841
N  -0.519  1.045  0.204
C  -0.011  0.552  -2.216
C  0.120  -0.641  2.071

Question: What is the energy in the third record?
Answer: -18000.506 eV